The following is a DFT calculation (ωB97M-V with the def2-TZVPD basis set) of a structure of composition C15H24ClN3O9P2W.

Structure (ORCA input):
```
! wB97M-V def2-TZVPD RIJCOSX def2/J DEFGRID3
* xyz 2 3
W -0.06 0.78 -0.68
N -0.02 1.65 -5.56
C 0.59 1.21 -4.23
C 1.70 0.23 -4.57
P -0.86 0.50 -3.27
O -1.29 1.52 -2.25
O -1.76 0.02 -4.35
O -0.02 -0.48 -2.21
P 1.11 2.64 -3.26
O 2.54 3.04 -3.79
O 0.22 3.85 -3.57
O 1.16 2.14 -1.80
H 0.38 1.00 -6.30
H 0.23 2.55 -5.91
H -1.01 1.46 -5.60
H 1.31 -0.79 -4.78
H 2.49 0.23 -3.75
H 2.28 0.56 -5.40
H -0.58 3.95 -3.03
H 3.18 3.50 -3.21
Cl -6.12 -0.24 4.95
C -4.84 0.02 3.78
C -4.18 -1.08 3.36
C -3.29 -0.93 2.35
C -2.93 0.32 1.91
C -3.62 1.46 2.35
C -4.64 1.29 3.29
C -1.82 0.47 1.01
O -1.13 -0.53 0.59
O -1.51 1.64 0.47
H -4.36 -2.08 3.83
H -2.75 -1.81 1.97
H -3.28 2.42 1.97
H -5.23 2.04 3.79
C 2.96 -1.98 -0.38
N 2.26 -1.93 0.92
C 2.39 -3.06 1.85
C 2.52 -2.56 3.24
C 1.26 -1.79 3.53
N 1.05 -0.74 2.48
C 0.36 0.39 2.96
C 1.59 -0.82 1.25
O 1.47 0.19 0.43
H 2.56 -2.73 -1.04
H 3.99 -2.15 -0.22
H 2.74 -1.10 -0.93
H 3.18 -3.68 1.39
H 1.46 -3.65 1.68
H 3.44 -1.93 3.27
H 2.65 -3.37 3.91
H 1.32 -1.30 4.48
H 0.40 -2.45 3.60
H 0.77 1.33 2.57
H 0.48 0.48 4.04
H -0.75 0.28 2.86
*
```

E_HOMO (alpha / beta) in eV: -13.9 / -14.1
ΔE to the lowest compared entry with this formula, charge and spin in kcal per mole: 0.0
Energy in a.u.: -2637.1687
Kohn-Sham gap (alpha / beta) in eV: 7.77 / 8.26
E_LUMO (alpha / beta) in Eh: -0.22441 / -0.21526